--- P ---
{
  "formula": "CH2Cl2O3",
  "method": "ωB97M-V/def2-TZVPD",
  "species": ["C", "O", "O", "O", "Cl", "Cl", "H", "H"],
  "xyz": [[-0.232, 0.172, -0.038], [-0.706, 0.021, 1.240], [0.951, 0.791, -0.274], [-0.200, -1.035, -0.758], [-1.557, 1.072, -1.007], [0.938, -2.189, -0.217], [-0.107, -0.568, 1.679], [0.912, 1.736, -0.626]],
  "total_charge": 0,
  "lumo_energy_ev": -0.43,
  "smiles": "OC(O)(Cl)OCl",
  "homo_energy_ev": -10.9,
  "mol_weight_g_mol": 132.93
}



--- Q ---
{
  "formula": "CH2Cl2O3",
  "method": "ωB97M-V/def2-TZVPD",
  "species": ["C", "O", "O", "O", "Cl", "Cl", "H", "H"],
  "xyz": [[0.247, 0.272, 0.006], [0.763, -0.436, 1.031], [0.535, -0.322, -1.213], [-1.095, 0.502, -0.025], [0.742, 1.989, -0.141], [-1.921, -1.013, -0.229], [0.802, 0.022, 1.929], [-0.073, -1.014, -1.358]],
  "total_charge": 0,
  "lumo_energy_ev": -0.68,
  "smiles": "OC(O)(Cl)OCl",
  "homo_energy_ev": -11.2,
  "mol_weight_g_mol": 132.93
}



Of all the structures shown, which is most stable? P, and Q is the least stable.